The following is a quantum chemistry calculation of an isolated molecule of C18H22BrN5O2 in a non-equilibrium geometry, from the Open Molecules 2025 dataset.

Structure (XYZ):
```
48
Properties=species:S:1:pos:R:3:forces:R:3:mulliken_charge:R:1
C -2.95987 -2.78543 0.49296 0.1 -0.1 -0.3 -1.290
C -1.91369 -2.81416 -0.61983 0.0 0.2 0.1 0.821
C -0.50428 -2.83861 -0.03476 -0.2 -0.1 -0.2 -1.326
C -2.08890 -1.63277 -1.58980 -0.1 -0.5 -0.1 -1.415
N -1.83112 -0.34230 -0.99197 -0.3 0.1 0.3 -0.200
C -0.60495 0.21597 -1.07557 0.3 0.5 0.1 0.231
N 0.32374 -0.13909 -1.95702 0.2 -0.3 -0.3 -0.611
C 1.34860 0.71391 -1.73926 -0.6 0.7 1.1 0.940
C 1.05679 1.60110 -0.71933 0.5 -0.3 -0.6 -0.012
C 1.96876 2.59369 -0.27663 -0.3 -0.4 -0.1 0.227
O 1.80620 3.40358 0.62348 0.0 0.2 0.2 -0.711
N 3.16055 2.55370 -1.01231 0.1 0.2 0.1 -0.045
C 4.15750 3.54296 -0.63706 0.2 0.2 0.0 -1.172
C 3.48765 1.68793 -2.04409 0.0 -0.1 -0.1 0.848
O 4.55708 1.74576 -2.61557 0.3 0.0 -0.1 -0.694
N 2.53770 0.74953 -2.39518 0.0 0.0 0.0 0.006
C 2.80532 -0.18973 -3.46141 0.1 -0.2 -0.2 -1.106
N -0.22646 1.26869 -0.30281 0.0 -0.2 -0.3 0.137
C -0.94860 1.89013 0.77998 -0.2 0.2 0.2 -1.118
C -1.19715 0.90397 1.89273 -0.1 -0.1 0.1 0.625
C -0.13155 0.18981 2.43110 0.0 0.1 0.0 -0.500
C -0.34598 -0.74563 3.42711 0.1 0.1 -0.1 -0.646
C -1.62491 -0.98464 3.90192 -0.2 0.0 0.0 -0.322
C -2.68008 -0.26780 3.36582 -0.2 -0.1 0.2 -0.215
Br -4.45404 -0.59347 3.99004 0.3 0.0 -0.1 -0.159
C -2.48103 0.67003 2.36568 0.0 0.0 0.1 -0.266
H -3.96493 -2.73669 0.07997 -0.2 0.0 0.0 0.366
H -2.80991 -1.92920 1.14745 0.0 0.1 0.1 0.127
H -2.88543 -3.68295 1.10191 0.0 -0.1 0.1 0.445
H -2.06333 -3.72438 -1.20974 0.0 0.0 0.0 0.366
H 0.23709 -2.80316 -0.82871 0.2 0.0 0.0 0.373
H -0.35225 -3.74453 0.54707 0.0 -0.1 0.1 0.479
H -0.34374 -1.98520 0.62222 0.0 0.1 0.1 0.081
H -1.39213 -1.72977 -2.42281 -0.2 0.0 0.0 0.540
H -3.11275 -1.62719 -1.97600 0.1 0.0 -0.1 0.417
H -2.36189 -0.13110 -0.16040 0.1 0.0 0.0 0.274
H 3.68815 4.52541 -0.60332 0.1 -0.1 0.0 0.335
H 4.95580 3.52095 -1.37377 -0.1 0.0 0.1 0.383
H 4.55347 3.31247 0.35262 0.0 0.1 0.0 0.311
H 2.01333 -0.12716 -4.20670 0.0 0.0 0.0 0.326
H 2.83600 -1.20403 -3.06266 0.0 0.0 -0.1 0.306
H 3.76628 0.06963 -3.90071 -0.1 -0.1 0.0 0.394
H -0.31838 2.71142 1.13822 -0.2 -0.1 -0.1 0.419
H -1.89307 2.30510 0.41059 0.1 0.0 0.1 0.319
H 0.86733 0.37668 2.06649 0.1 0.0 -0.1 0.414
H 0.48564 -1.29576 3.83941 0.1 -0.1 0.0 0.421
H -1.80048 -1.71519 4.67565 0.0 -0.1 0.1 0.435
H -3.32209 1.21753 1.96498 -0.1 0.0 -0.1 0.442
```
Forces are in eV/Å.

Orbital gap   8.34 eV
LUMO   0.02203 Ha
DFT total energy   -100613.59894 eV
Charge   0